1.
C6H10O | ωB97M-V/def2-TZVPD

HOMO-LUMO gap: 9.483 eV
SMILES: CC[C@H]1O[C@H]2C[C@H]21

Each line ends with the Löwdin charge.
CARTESIAN COORDINATES (ANGSTROEM)
C1 -1.624 -1.347 -0.753  -0.10
C2 -0.171 -0.930 -0.966  -0.20
C3 0.479 -0.507 0.327  -0.35
O1 1.873 -0.183 0.234  -0.07
C4 1.743 1.041 0.953  -0.14
C5 0.800 1.913 0.176  -0.10
C6 0.068 0.853 0.867  -0.16
H1 -2.241 -0.510 -0.405  0.08
H2 -1.701 -2.149 -0.010  0.08
H3 -2.058 -1.714 -1.688  0.07
H4 -0.113 -0.098 -1.678  0.11
H5 0.416 -1.754 -1.382  0.12
H6 0.383 -1.298 1.088  0.16
H7 1.316 0.883 1.977  0.14
H8 0.697 2.921 0.561  0.11
H9 0.846 1.835 -0.905  0.12
H10 -0.712 1.043 1.604  0.14

2.
C6H10O | ωB97M-V/def2-TZVPD

HOMO-LUMO gap: 10.489 eV
SMILES: C[C@H]1CC=CCO1

Each line ends with the Löwdin charge.
CARTESIAN COORDINATES (ANGSTROEM)
C1 -2.240 0.356 0.278  -0.03
C2 -0.766 -0.032 0.307  -0.38
C3 -0.068 -1.378 -0.030  -0.12
C4 1.431 -1.126 0.083  -0.09
C5 1.950 0.100 0.047  -0.08
C6 1.082 1.301 -0.205  -0.22
O1 -0.199 0.909 -0.603  -0.14
H1 -2.847 -0.020 1.103  0.08
H2 -2.742 0.179 -0.677  0.08
H3 -2.175 1.441 0.403  0.08
H4 -0.414 0.191 1.324  0.14
H5 -0.314 -1.714 -1.044  0.12
H6 -0.339 -2.204 0.647  0.11
H7 2.089 -1.986 0.213  0.10
H8 3.012 0.279 0.204  0.10
H9 0.997 1.915 0.711  0.13
H10 1.481 1.928 -1.013  0.13

Per-record energy above the lowest of the compared OMol25 structures with the same formula, charge and spin, kcal per mole: 80.2 16.4
Per-record lowest unoccupied orbital energy, eV: 1.0 1.1
Per-record F_max, hartree/bohr: 0.039 0.008